1.
55
Properties=species:S:1:pos:R:3 method="wB97M-V/def2-TZVPD" spin_multiplicity=1 total_charge=+1 e_tot_ha=-1591.4548 max_force_ev_per_a=2.1 e_lumo_ev=-4.856
C -1.29 4.62 1.07
C -1.53 3.52 2.07
O -1.25 2.26 1.41
C -1.38 1.18 2.24
C -1.14 -0.08 1.54
S -1.78 -1.51 2.14
C -3.45 -1.09 2.77
C -2.36 -2.48 0.68
O -1.65 1.28 3.44
H -1.52 5.59 1.53
H -0.25 4.64 0.75
H -1.93 4.52 0.19
H -0.85 3.62 2.92
H -2.56 3.56 2.43
H -0.77 -0.03 0.54
H -3.33 -0.37 3.57
H -4.09 -0.69 1.97
H -3.88 -2.02 3.14
H -1.50 -2.71 0.05
H -2.79 -3.40 1.07
H -3.12 -1.93 0.11
C 3.15 4.44 7.32
C 2.10 3.81 6.38
C 2.72 2.51 5.99
C 3.99 2.43 6.62
O 4.29 3.52 7.40
C 4.79 1.28 6.48
C 4.30 0.23 5.75
C 3.06 0.30 5.02
C 2.56 -0.73 4.19
C 3.25 -1.90 3.78
C 2.49 -3.06 3.43
C 3.14 -4.23 3.09
C 4.55 -4.29 3.06
O 5.05 -5.51 2.69
C 3.90 -6.39 2.44
C 2.62 -5.57 2.69
C 5.33 -3.15 3.35
C 4.68 -1.98 3.68
C 2.26 1.48 5.20
H 3.52 5.40 6.93
H 2.76 4.58 8.34
H 1.15 3.66 6.90
H 1.93 4.45 5.51
H 5.76 1.24 6.97
H 4.84 -0.71 5.74
H 1.53 -0.64 3.89
H 1.41 -3.06 3.49
H 3.97 -6.75 1.40
H 3.98 -7.25 3.13
H 2.01 -6.03 3.47
H 2.02 -5.51 1.77
H 6.41 -3.23 3.32
H 5.27 -1.09 3.87
H 1.28 1.57 4.74

2.
65
Properties=species:S:1:pos:R:3 method="wB97M-V/def2-TZVPD" s2=0.75 spin_multiplicity=2 total_charge=+2 e_tot_ha=-6223.4713 max_force_ev_per_a=0.6 e_lumo_ev="-5.387 / -8.765"
Al -0.31 0.76 -0.26
O -1.95 0.20 0.09
O -0.82 -0.81 0.42
C -3.98 0.75 2.61
Ge -4.61 -0.37 1.17
C -5.84 -1.78 1.67
C -4.97 0.45 -0.53
Ge -2.34 -2.01 0.77
C -2.33 -2.96 -0.88
C -1.12 -3.49 -1.33
C -1.11 -4.20 -2.52
C -2.28 -4.37 -3.25
C -3.48 -3.84 -2.79
C -3.51 -3.13 -1.60
C -1.75 -2.63 2.49
C -0.47 -3.17 2.56
C -0.02 -3.69 3.77
C -0.84 -3.65 4.89
C -2.12 -3.11 4.81
C -2.58 -2.60 3.61
H -4.87 1.19 3.06
H -3.34 1.53 2.21
H -3.45 0.18 3.37
H -6.79 -1.25 1.83
H -5.57 -2.29 2.58
H -5.99 -2.50 0.86
H -5.99 0.84 -0.48
H -4.92 -0.28 -1.34
H -4.28 1.26 -0.73
H -0.20 -3.35 -0.79
H -0.18 -4.62 -2.88
H -2.26 -4.93 -4.17
H -4.39 -3.97 -3.36
H -4.45 -2.72 -1.24
H 0.18 -3.21 1.70
H 0.97 -4.12 3.84
H -0.49 -4.06 5.83
H -2.76 -3.10 5.69
H -3.59 -2.20 3.55
C 1.56 5.04 2.30
N 1.11 3.65 2.09
C 1.10 2.66 3.04
C 0.65 1.54 2.43
N 0.40 1.85 1.10
C 0.69 3.14 0.94
H 1.50 5.27 3.36
H 0.90 5.72 1.75
H 2.58 5.16 1.95
H 1.42 2.83 4.06
H 0.50 0.55 2.83
H 0.62 3.68 0.01
C 1.36 1.27 -3.89
C 0.13 1.44 -3.01
O 0.46 1.27 -1.66
C -0.95 0.41 -3.40
F -0.60 -0.80 -2.92
F -1.11 0.31 -4.71
F -2.15 0.70 -2.85
C -0.42 2.88 -3.11
F -1.01 3.10 -4.28
F 0.56 3.77 -2.94
F -1.33 3.12 -2.13
H 1.72 0.24 -3.80
H 2.14 1.95 -3.56
H 1.12 1.47 -4.93

3.
58
Properties=species:S:1:pos:R:3 method="wB97M-V/def2-TZVPD" spin_multiplicity=1 total_charge=+1 e_tot_ha=-1477.0140 max_force_ev_per_a=5.1 e_lumo_ev=-3.109
Bi -13.80 -2.88 9.52
C -15.19 0.18 10.50
N -15.61 -1.02 9.68
C -16.89 -1.45 10.24
C -16.81 -1.86 11.75
C -15.92 -2.98 12.21
N -14.49 -2.74 12.04
C -13.62 -2.87 13.01
C -12.19 -2.68 13.01
C -11.37 -3.05 14.12
C -9.99 -2.91 14.06
C -9.39 -2.50 12.86
C -10.13 -1.88 11.89
C -11.54 -2.12 11.79
O -12.22 -1.70 10.74
C -15.83 -0.84 8.17
C -14.63 -0.31 7.44
C -13.73 -1.31 6.69
N -12.83 -2.14 7.56
C -11.62 -2.30 7.27
C -10.66 -3.18 7.76
C -9.28 -3.18 7.30
C -8.35 -4.06 7.73
C -8.67 -4.92 8.83
C -10.00 -5.09 9.29
C -10.95 -4.19 8.75
O -12.17 -4.40 9.21
H -14.76 -0.24 11.43
H -16.16 0.74 10.58
H -14.44 0.78 9.94
H -17.27 -2.23 9.59
H -17.67 -0.62 10.31
H -17.91 -2.01 12.02
H -16.62 -0.94 12.44
H -16.19 -3.95 11.81
H -16.11 -3.09 13.39
H -14.05 -2.99 14.01
H -11.88 -3.36 14.97
H -9.30 -3.29 14.91
H -8.34 -2.63 12.69
H -9.65 -1.23 11.05
H -16.64 -0.02 8.22
H -16.26 -1.82 7.95
H -14.08 0.28 8.27
H -14.94 0.41 6.67
H -13.23 -0.78 5.92
H -14.41 -2.02 6.19
H -11.26 -1.78 6.37
H -8.94 -2.37 6.66
H -7.37 -4.07 7.23
H -7.80 -5.39 9.28
H -10.32 -5.96 9.99
C -13.91 -5.76 5.76
C -14.58 -5.10 6.87
N -15.15 -4.28 7.52
H -14.61 -5.83 4.96
H -13.46 -6.72 6.23
H -12.97 -5.06 5.43

4.
65
Properties=species:S:1:pos:R:3 method="wB97M-V/def2-TZVPD" spin_multiplicity=1 total_charge=+2 e_tot_ha=-4804.8320 max_force_ev_per_a=6.2 e_lumo_ev=-9.877
C 2.80 2.81 2.38
C 1.68 2.52 1.26
C 1.55 3.63 0.16
C 0.49 3.55 -0.98
C -0.45 2.31 -0.96
C -0.31 1.20 0.12
C 0.75 1.24 1.28
C 0.88 0.13 2.42
C 1.54 -1.28 1.89
C 0.62 -2.45 2.48
O -0.33 -3.04 1.58
C -1.36 -2.12 1.15
C -2.71 -3.02 0.95
C -4.06 -2.17 1.11
C -4.14 -0.97 0.03
C -5.24 0.11 0.46
F -6.07 -0.38 1.52
F -4.60 1.29 0.99
C -6.22 0.58 -0.71
F -5.64 0.55 -2.00
F -6.56 1.96 -0.48
F -7.41 -0.17 -0.63
C 2.96 -1.39 2.66
C 4.02 -0.26 2.28
O 4.58 0.35 3.23
Br 4.60 0.26 0.46
O 1.63 -1.19 0.46
C 2.17 -2.35 -0.19
C 2.99 -2.05 -1.53
C 2.55 -0.71 -2.29
S 1.87 -0.97 -4.00
C 1.28 0.74 -4.46
N -0.04 1.32 -4.35
N -0.10 2.61 -4.76
C 1.26 2.95 -5.18
O 2.09 1.82 -4.97
H 3.85 2.52 2.06
H 2.82 3.97 2.49
H 2.53 2.41 3.42
H 2.21 4.57 0.15
H 0.34 4.35 -1.78
H -1.28 2.19 -1.75
H -1.05 0.34 0.06
H -0.13 -0.02 2.92
H 1.57 0.57 3.23
H 1.32 -3.29 2.87
H 0.03 -2.11 3.42
H -1.07 -1.79 0.08
H -1.56 -1.25 1.86
H -2.69 -3.38 -0.16
H -2.67 -3.98 1.57
H -4.12 -1.80 2.19
H -4.95 -2.87 0.90
H -3.12 -0.45 -0.11
H -4.43 -1.39 -0.99
H 3.47 -2.41 2.45
H 2.72 -1.39 3.79
H 2.82 -3.04 0.46
H 1.26 -3.00 -0.50
H 4.10 -2.06 -1.28
H 2.78 -2.93 -2.25
H 3.51 -0.07 -2.43
H 1.82 -0.04 -1.73
H 1.52 3.99 -5.60
Sr 1.56 4.96 -7.08

5.
70
Properties=species:S:1:pos:R:3 method="wB97M-V/def2-TZVPD" spin_multiplicity=1 total_charge=-2 e_tot_ha=-12615.7755 max_force_ev_per_a=1.6 e_lumo_ev=3.452
Ca -1.51 0.24 0.31
N -4.22 0.14 0.24
C -4.80 1.32 -0.40
C -3.75 2.22 -1.08
O -4.14 2.99 -1.98
N -2.54 2.11 -0.57
C -1.54 2.99 -1.13
C -0.17 2.74 -0.48
O 0.85 3.18 -1.05
O -0.16 2.08 0.62
H -3.99 -0.59 -0.44
H -4.88 -0.31 0.87
H -5.27 1.93 0.37
H -5.56 1.09 -1.15
H -1.76 4.05 -1.01
H -1.41 2.84 -2.21
O 5.38 -1.59 -1.11
C 4.90 -1.59 0.23
C 3.40 -1.43 0.24
C 2.70 -1.70 1.41
C 1.34 -1.47 1.43
N 0.66 -1.03 0.37
C 1.33 -0.78 -0.75
C 2.70 -0.97 -0.86
C 0.54 -0.21 -1.89
C 1.12 0.70 -2.76
C 0.30 1.34 -3.68
C 0.80 2.61 -4.34
O 1.67 3.33 -3.51
C -1.01 0.91 -3.81
C -1.50 -0.01 -2.90
N -0.76 -0.50 -1.91
H 6.34 -1.59 -1.08
H 5.33 -0.75 0.79
H 5.16 -2.52 0.74
H 3.20 -2.05 2.30
H 0.77 -1.64 2.34
H 3.22 -0.76 -1.79
H 2.13 1.04 -2.62
H -0.08 3.20 -4.62
H 1.34 2.38 -5.27
H 1.29 3.34 -2.60
H -1.69 1.38 -4.51
H -2.54 -0.31 -2.90
O -2.45 -1.97 0.21
N -1.75 -3.07 0.38
C -1.30 -3.33 1.63
C -0.52 -4.41 1.92
C -0.17 -5.27 0.87
C -0.66 -5.02 -0.38
C -1.51 -3.92 -0.68
S -2.20 -3.69 -2.21
H -1.63 -2.61 2.37
H -0.20 -4.56 2.94
H 0.46 -6.13 1.05
H -0.44 -5.68 -1.21
C 3.29 2.99 1.65
C 2.37 2.61 2.80
O 1.66 1.41 2.53
H 3.82 3.92 1.87
H 2.71 3.12 0.74
H 4.02 2.20 1.48
H 1.67 3.43 3.01
H 2.94 2.44 3.72
H 1.04 1.63 1.81
Se -2.73 -3.10 5.39
Sb -3.10 -0.75 5.42
Se -1.04 0.63 4.94
Se -4.77 0.30 6.77
Se -2.70 0.48 3.17

6.
66
Properties=species:S:1:pos:R:3 method="wB97M-V/def2-TZVPD" spin_multiplicity=1 e_tot_ha=-3183.9879 max_force_ev_per_a=2.0 e_lumo_ev=-1.293
C -2.54 1.31 4.76
C -3.16 1.79 3.67
C -2.82 1.20 2.31
C -3.65 0.33 1.62
C -5.00 0.06 2.30
C -4.94 -0.82 3.60
C -4.18 -2.14 3.44
S -4.47 -3.28 4.86
C -3.26 -0.25 0.32
C -4.14 -1.23 -0.44
F -5.28 -1.62 0.16
F -4.55 -0.57 -1.59
C -3.47 -2.58 -1.00
F -3.14 -2.50 -2.30
F -4.46 -3.52 -1.00
C -2.33 -3.22 -0.12
F -2.43 -4.56 -0.28
F -2.45 -2.99 1.19
F -1.09 -2.91 -0.50
C -2.07 0.18 -0.20
Cl -1.45 -0.27 -1.77
C -1.21 1.09 0.51
N -0.02 1.52 0.02
S 0.55 2.46 1.19
N -0.62 2.42 2.33
C -1.54 1.61 1.80
H -2.38 0.23 4.91
H -2.10 1.97 5.52
H -3.88 2.62 3.74
H -5.32 1.05 2.70
H -5.83 -0.22 1.64
H -6.00 -1.08 3.81
H -4.63 -0.23 4.47
H -4.45 -2.71 2.54
H -3.10 -1.91 3.44
H -5.09 -2.51 5.80
C 1.04 -1.91 -6.40
C 0.88 -1.28 -5.04
O 1.29 -0.17 -4.80
C 0.18 -2.09 -3.98
H 1.56 -1.22 -7.06
H 1.63 -2.83 -6.32
H 0.07 -2.14 -6.83
H 0.73 -3.01 -3.78
H -0.84 -2.32 -4.29
H 0.14 -1.50 -3.06
C 3.18 1.54 -2.85
C 4.25 2.40 -2.24
O 4.12 2.89 -1.14
C 5.50 2.63 -3.05
H 2.34 1.46 -2.15
H 2.82 1.98 -3.78
H 3.57 0.54 -3.04
H 5.24 3.13 -3.99
H 5.99 1.68 -3.26
H 6.18 3.27 -2.50
C 7.55 0.95 1.24
C 7.06 2.25 1.83
O 7.83 3.09 2.24
C 5.57 2.46 1.87
H 8.64 0.94 1.27
H 7.17 0.11 1.82
H 7.23 0.87 0.20
H 5.10 1.69 2.48
H 5.16 2.44 0.85
H 5.35 3.43 2.31

7.
61
Properties=species:S:1:pos:R:3 method="wB97M-V/def2-TZVPD" spin_multiplicity=1 relative_energy_kcal_mol=14.4 e_tot_ha=-2292.1067 max_force_ev_per_a=0.8 e_lumo_ev=0.362 smiles="CC(C)[C@H](NS(=O)(=O)c1cccc(Cl)c1)C(=O)OCC(=O)N1CCN(c2ccccc2)CC1"
C -0.88 4.44 2.04
C -1.16 4.13 0.57
C -2.66 4.09 0.31
C -0.53 2.79 0.13
N -0.95 1.68 0.98
S -0.58 0.18 0.31
O 0.73 -0.24 0.72
O -0.84 0.29 -1.10
C -1.82 -0.83 1.08
C -3.10 -0.81 0.57
C -4.08 -1.58 1.18
C -3.77 -2.36 2.28
C -2.47 -2.36 2.78
Cl -2.08 -3.33 4.14
C -1.48 -1.59 2.18
C 1.00 2.84 0.13
O 1.68 3.01 1.10
O 1.47 2.64 -1.10
C 2.89 2.67 -1.28
C 3.64 1.40 -0.84
O 4.60 1.51 -0.10
N 3.26 0.24 -1.37
C 2.15 0.06 -2.30
C 2.00 -1.43 -2.63
N 1.87 -2.22 -1.44
C 0.67 -2.75 -1.00
C -0.53 -2.61 -1.69
C -1.69 -3.23 -1.25
C -1.69 -4.00 -0.11
C -0.51 -4.14 0.60
C 0.65 -3.53 0.17
C 2.94 -2.01 -0.47
C 3.94 -0.98 -0.97
H 0.18 4.36 2.26
H -1.43 3.76 2.69
H -1.20 5.46 2.26
H -0.70 4.91 -0.05
H -3.11 3.26 0.85
H -3.12 5.01 0.63
H -2.86 3.95 -0.75
H -0.86 2.54 -0.88
H -0.52 1.75 1.89
H -3.31 -0.21 -0.30
H -5.09 -1.59 0.79
H -4.52 -2.96 2.76
H -0.47 -1.58 2.54
H 3.05 2.84 -2.35
H 3.31 3.49 -0.69
H 1.22 0.41 -1.86
H 2.34 0.63 -3.22
H 2.87 -1.78 -3.19
H 1.13 -1.56 -3.27
H -0.60 -2.00 -2.58
H -2.60 -3.09 -1.82
H -2.60 -4.49 0.23
H -0.49 -4.75 1.49
H 1.55 -3.68 0.74
H 3.47 -2.95 -0.28
H 2.50 -1.65 0.46
H 4.62 -0.71 -0.16
H 4.53 -1.36 -1.80

8.
59
Properties=species:S:1:pos:R:3 method="wB97M-V/def2-TZVPD" spin_multiplicity=1 relative_energy_kcal_mol=553.4 e_tot_ha=-1506.7299 max_force_ev_per_a=18.6 e_lumo_ev=-0.222
C 3.99 3.84 1.33
C 4.06 2.80 0.30
C 3.16 2.05 -0.56
C 4.02 1.27 -1.29
C 5.29 1.68 -0.93
O 5.53 2.47 0.07
C 6.80 0.85 -1.26
H 6.42 0.42 -2.49
H 7.43 1.64 -1.64
H 6.95 0.11 -0.68
C 3.72 0.20 -2.54
O 4.31 0.31 -3.62
N 2.50 -0.27 -2.11
C 2.04 -1.36 -3.27
H 2.63 -1.04 -4.18
C 0.72 -0.85 -3.46
C -0.27 -0.80 -2.12
H -1.19 -0.50 -2.42
C 0.28 -0.09 -1.27
N -0.24 0.01 0.10
C -0.73 -1.06 0.63
H 0.29 -1.95 0.73
C -1.14 -0.93 2.09
N -2.14 0.00 2.20
C -3.69 -0.29 1.82
C -4.00 -1.70 2.00
C -5.27 -1.94 2.17
C -6.33 -1.27 2.05
C -5.84 0.17 2.35
C -4.64 0.57 2.33
H -4.46 1.60 2.26
H -6.77 1.02 2.32
H -7.33 -1.54 2.19
C -5.52 -3.42 1.97
F -5.18 -3.94 0.71
F -6.82 -4.05 2.00
F -4.91 -4.19 2.65
H -3.05 -2.60 2.03
C -1.86 1.31 1.44
H -2.55 1.95 1.38
C -1.44 0.96 0.21
H -0.88 1.80 -0.40
H -2.20 0.67 -0.51
H -0.99 1.88 2.11
H -1.37 -1.68 2.56
H -0.49 -0.32 2.73
H -1.63 -1.59 0.29
C 1.72 -0.52 -0.78
H 2.24 -0.02 -0.27
H 1.92 -1.65 -0.71
H 0.46 0.98 -1.63
H -0.38 -1.92 -1.99
H -0.03 -1.52 -4.36
H 0.60 0.18 -3.79
H 1.99 -2.38 -2.78
H 2.31 2.09 -0.47
H 4.37 3.69 2.22
H 3.04 4.13 1.36
H 4.52 4.72 0.92